Below is a structure of composition C19H34EuF6OP2 at a distorted geometry, with properties calculated with ωB97M-V/def2-TZVPD.

Each line ends with the Löwdin spin population.
Positions of all 63 atoms, in Å:
Eu -2.94 -2.54 1.97  7.04
P 2.46 1.31 -2.08  0.00
P 3.38 1.30 1.06  0.00
F -5.49 -2.82 2.10  0.00
F -4.20 -4.01 -1.77  0.00
F -4.70 -4.45 0.84  0.00
F -4.58 -2.02 -2.60  0.00
F -6.27 -3.36 -2.15  0.00
F -6.83 -3.86 0.66  0.00
O -3.82 -1.91 0.02  -0.02
C -5.12 -2.31 -0.27  0.00
C 0.36 0.90 1.73  0.00
C 4.65 1.66 -0.28  0.00
C 4.05 2.17 -1.60  0.00
C 0.81 -0.35 1.95  0.00
C -5.04 -2.95 -1.72  0.00
C -5.58 -3.38 0.78  0.00
C -0.77 1.57 -0.52  0.00
C 0.10 -0.72 -1.36  0.00
C 1.91 2.28 -3.51  0.00
C -6.11 -1.17 -0.20  0.00
C -3.06 -1.07 3.90  -0.02
C 1.06 -1.47 0.99  0.00
C 3.12 3.05 1.56  0.00
C 1.29 -1.02 -0.48  0.00
C -0.69 0.36 -1.43  0.00
C 4.47 0.72 2.39  0.00
C 0.41 1.69 0.48  0.00
C 3.20 -0.17 -2.85  0.00
H 3.90 0.18 -3.62  0.00
H -7.10 -1.49 -0.53  0.00
H 0.96 1.87 -3.87  0.00
H 2.50 3.08 2.47  0.00
H -6.13 -0.83 0.84  0.00
H 1.97 -1.99 1.33  0.00
H -2.22 -0.47 4.31  0.00
H -5.74 -0.35 -0.82  0.00
H 4.75 1.98 -2.43  0.00
H 1.31 1.42 -0.11  0.00
H 4.11 3.48 1.78  0.00
H 2.67 2.23 -4.30  0.00
H 5.21 0.72 -0.42  0.00
H 2.41 -0.79 -3.29  0.00
H 0.91 -0.66 3.00  0.00
H 3.74 -0.76 -2.09  0.00
H 0.51 2.76 0.76  0.00
H -3.28 -1.88 4.62  0.00
H 0.27 -2.26 1.00  0.00
H 5.23 1.48 2.59  0.00
H 2.63 3.62 0.76  0.00
H 3.85 0.54 3.29  0.00
H -0.16 1.41 2.56  0.00
H 5.32 2.42 0.15  0.00
H 3.82 3.25 -1.57  0.00
H 1.86 -1.82 -0.99  0.00
H -0.23 -1.59 -1.94  0.00
H -1.36 0.43 -2.29  0.00
H -3.96 -0.43 3.83  0.00
H 4.94 -0.23 2.07  0.00
H 1.99 -0.17 -0.39  0.00
H 1.76 3.33 -3.20  0.00
H -0.76 2.47 -1.17  0.00
H -1.73 1.60 0.03  0.00

- 2S+1: 8
- Relative energy (zero: lowest compared OMol25 entry of this formula, charge and spin): 0.000 eV
- LUMO energy (spin up / spin down): -0.36 / -0.36 eV

***

Below is a structure of composition C19H35BCsNO11 at a distorted geometry, with properties calculated with ωB97M-V/def2-TZVPD.

Each line ends with the Mulliken charge.
Positions of all 68 atoms, in Å:
Cs -1.65 -0.65 2.62  1.00
O 2.51 -4.05 10.45  -0.48
O 1.28 -2.45 9.49  -0.71
O 2.20 -0.38 -4.69  -0.44
O 2.99 -6.44 10.44  -0.49
O 3.55 -4.95 8.58  -0.45
O -6.85 -1.26 3.69  -0.55
O -3.05 1.32 -2.47  -0.53
O 5.94 -6.26 12.35  -0.56
O 3.54 -8.07 12.01  -0.56
O 2.43 -3.64 7.06  -0.66
O 4.89 -5.05 10.63  -0.39
N 2.47 1.04 -4.87  -0.05
C 2.70 1.31 -6.37  1.81
C -7.84 -0.90 4.68  0.54
C 3.74 -7.02 11.46  0.58
C 3.46 1.63 -3.84  1.27
C 2.94 1.15 -2.48  -1.75
C 4.99 -6.05 11.61  0.55
C 3.35 3.13 -4.06  -0.88
C 2.84 2.85 -6.58  -0.98
C 3.86 0.52 -7.08  -1.78
C 3.57 3.57 -5.45  -0.79
C 4.91 1.13 -4.05  -1.57
C -5.01 1.88 -3.75  -1.22
C 2.06 -3.45 9.41  0.72
C 1.45 0.94 -7.06  -2.10
C -3.27 3.61 -3.21  -1.23
C 2.66 -4.03 8.22  0.55
C -3.99 2.36 -2.76  0.44
C -7.51 0.52 5.08  -1.32
C -7.96 -1.93 5.91  -1.11
B 3.52 -5.13 10.01  0.90
H -5.52 1.05 -3.26  0.29
H -6.92 -2.17 3.38  0.30
H -2.53 3.93 -2.47  0.30
H 2.74 0.07 -2.49  0.39
H 4.12 3.71 -3.53  0.35
H -3.81 4.55 -3.35  0.37
H 3.50 1.34 -1.56  0.38
H 3.50 3.17 -7.38  0.28
H 1.84 3.27 -6.72  0.41
H 4.62 3.58 -5.75  0.38
H 2.35 3.42 -3.74  0.35
H 1.99 1.63 -2.27  0.35
H 3.87 0.70 -8.15  0.45
H -4.60 1.52 -4.70  0.33
H -5.73 2.65 -4.01  0.36
H -6.93 -2.15 6.20  0.31
H -6.44 0.63 5.26  0.29
H 3.41 4.64 -5.57  0.42
H -8.53 -1.57 6.76  0.34
H -2.45 1.21 -3.21  0.33
H -7.53 1.29 4.31  0.35
H 3.10 -0.70 -4.68  0.36
H 5.00 0.07 -3.84  0.41
H 4.81 1.03 -6.90  0.41
H -8.38 -2.87 5.54  0.32
H 5.36 1.31 -5.03  0.26
H 1.40 1.26 -8.10  0.41
H -2.85 3.36 -4.18  0.31
H -8.10 0.94 5.90  0.35
H 1.30 -0.14 -7.14  0.38
H -8.77 -0.81 4.12  0.18
H -4.45 2.61 -1.81  0.25
H 0.54 1.26 -6.54  0.48
H 3.83 -0.54 -6.85  0.33
H 5.54 1.50 -3.24  0.44

- Relative energy (zero: lowest compared OMol25 entry of this formula, charge and spin): 4.976 eV
- LUMO energy: -2.25 eV

***

Below is a cluster of 3 separate species, C19H35BFN2O6S in total at a distorted geometry, with properties calculated with ωB97M-V/def2-TZVPD.

Each line ends with the Mulliken charge.
Positions of all 65 atoms, in Å:
S 3.82 -3.75 1.76  -0.24
F -4.78 -3.05 0.28  -0.47
O 1.66 2.70 1.40  -0.60
O -1.57 5.62 -1.32  -0.34
O -2.76 6.45 -2.97  -0.59
O 3.48 -0.94 2.16  -0.29
O -0.88 -4.53 2.65  -0.59
O 1.86 4.37 -0.02  -0.29
N 3.44 -0.16 0.04  -0.49
N 3.63 -1.50 0.05  -0.15
C -1.76 -3.70 2.54  0.17
C 2.50 4.70 2.34  -1.19
C 1.49 -5.23 -1.44  -0.84
C -1.44 4.98 -0.04  -0.12
C -3.05 -4.64 -0.68  -0.66
C -3.16 -4.16 2.01  -0.74
C 3.35 0.13 1.37  0.28
C -2.27 -3.94 -1.85  -0.81
C 1.95 3.85 1.22  0.95
C -2.73 5.78 -1.97  0.70
C 2.01 5.76 -0.32  -0.42
C -0.95 -4.67 -2.31  -0.63
C -3.95 5.04 -1.50  -0.90
C 2.39 -4.67 0.98  -0.22
C -1.36 3.47 -0.19  -1.00
C -0.07 -5.22 -1.13  -0.01
C 3.48 6.13 -0.47  -1.28
C 2.15 -4.15 -0.49  -0.87
C 3.64 -2.03 1.28  0.43
B -3.38 -3.51 0.50  0.60
H -1.22 3.00 0.78  0.32
H -2.67 -2.54 0.43  -0.33
H 1.51 -3.23 -0.47  0.43
H 2.36 5.77 2.19  0.39
H 3.15 -3.90 -0.92  0.49
H -0.34 -3.91 -2.89  0.30
H 3.56 4.49 2.46  0.30
H -4.82 5.67 -1.67  0.30
H 3.17 1.21 1.63  0.23
H -3.94 4.80 -0.44  0.33
H -3.19 -5.28 1.99  0.22
H 4.03 5.96 0.46  0.29
H 1.91 -6.23 -1.13  0.31
H 1.50 6.38 0.42  0.40
H 2.68 -5.75 0.89  0.40
H -4.06 4.12 -2.08  0.25
H -2.96 -3.94 -2.75  0.24
H -0.26 -4.64 -0.19  -0.20
H 1.73 -5.02 -2.51  0.37
H -1.23 -5.48 -3.02  0.25
H 3.58 7.18 -0.74  0.38
H -0.36 -6.28 -0.94  0.39
H -0.53 3.20 -0.84  0.27
H -2.25 5.29 0.63  0.33
H 1.97 4.44 3.25  0.33
H 3.95 5.51 -1.24  0.34
H 1.50 5.93 -1.27  0.43
H -1.64 -2.61 2.83  0.31
H -2.26 3.06 -0.64  0.39
H -2.51 -5.48 -0.19  0.23
H -0.52 5.35 0.40  0.02
H 1.46 -4.55 1.58  0.15
H -2.08 -2.85 -1.65  0.34
H -4.06 -5.04 -0.98  0.18
H -3.92 -3.74 2.74  0.23

- Charge: -1
- LUMO energy: 1.80 eV

***

Below is a cluster of 4 separate species, C19H35Br2N5O6P in total, with properties calculated with ωB97M-V/def2-TZVPD.

Each line ends with the Mulliken charge.
Positions of all 68 atoms, in Å:
Br -0.98 -2.91 1.81  -0.16
Br 3.13 2.33 1.55  -0.16
P -1.27 -0.71 1.93  -0.03
O 0.96 3.61 -3.55  -0.58
O 0.32 5.21 2.94  -0.62
O 4.98 0.44 2.32  -0.41
O -5.55 -4.85 -3.18  -0.57
O -2.62 -0.37 1.13  -0.44
O 3.20 -3.43 -0.77  -0.57
N 1.41 5.34 4.92  0.12
N -1.21 4.93 -2.26  -0.61
N 1.21 -0.45 0.89  0.54
N 1.46 -3.84 -2.14  0.20
N -4.47 -4.78 -1.19  0.14
C 0.86 4.07 5.37  -0.84
C -3.74 -4.00 -0.22  -0.89
C 2.31 6.07 5.80  -0.91
C 2.22 -0.12 0.07  -0.52
C 4.10 0.62 1.57  0.41
C -4.70 -6.20 -0.95  -0.97
C 0.61 -3.13 -1.21  -0.76
C 0.59 0.72 -1.48  0.62
C 0.26 2.96 -2.50  0.12
C 0.92 -4.39 -3.37  -0.92
C 1.91 0.46 -1.14  0.05
C -0.43 0.35 -0.58  -0.40
C -4.95 -4.24 -2.33  0.12
C -1.17 3.47 -2.38  -0.60
C 2.75 -3.94 -1.78  -0.03
C -0.09 -0.24 0.60  -0.33
C 1.07 5.79 3.71  0.11
C 3.61 -0.39 0.53  -0.99
C 0.26 1.43 -2.75  -1.65
H 1.67 4.14 -3.19  0.36
H -4.26 -6.48 0.01  0.38
H -0.22 4.11 5.40  0.29
H 0.14 -5.12 -3.16  0.33
H -0.40 -3.05 -1.60  0.41
H 1.16 3.27 4.69  0.20
H 3.70 -1.38 0.97  0.38
H 0.74 3.17 -1.54  0.48
H -2.74 -4.41 -0.08  0.33
H 2.70 0.75 -1.82  0.64
H 3.20 5.48 6.03  0.33
H -1.55 3.01 -1.46  0.30
H 1.00 1.19 -3.51  0.42
H -5.77 -6.41 -0.92  0.30
H 1.02 -2.14 -1.06  0.21
H -0.71 1.11 -3.11  0.59
H -3.36 -0.36 1.76  0.36
H 0.50 -3.59 -3.99  0.31
H -4.72 -3.16 -2.42  0.25
H -1.95 5.20 -1.63  0.27
H -0.37 5.26 -1.80  0.25
H 2.62 6.99 5.31  0.30
H -1.46 0.52 -0.82  0.76
H 3.37 -4.50 -2.50  0.32
H 1.53 6.76 3.46  0.31
H 1.45 -0.86 1.79  0.44
H 4.29 -0.31 -0.31  0.43
H 1.72 -4.88 -3.93  0.31
H 0.59 -3.64 -0.25  0.34
H 1.24 3.85 6.37  0.38
H -4.26 -4.02 0.74  0.35
H -3.66 -2.97 -0.56  0.25
H -1.75 3.15 -3.23  0.32
H 1.81 6.33 6.73  0.34
H -4.26 -6.80 -1.74  0.31

- Relative energy (zero: lowest compared OMol25 entry of this formula, charge and spin): 0.000 eV
- Charge: +1
- LUMO energy: -4.39 eV